Entry 1:
The following is a quantum chemistry calculation of a 40-piece molecular cluster, H80O40 overall at a distorted geometry, from OMol25.

Computed properties:
Calculated total energy (eV): -83196.60317
HOMO energy (Ha): -0.36637
Maximum force (eV Å⁻¹): 3.0
Multiplicity: 1
HOMO-LUMO gap (eV): 9.0
Net charge: 0
ΔE to the lowest compared entry with this formula, charge and spin (kcal/mol): 212.4
M (g/mol): 720.60

Last column: Mulliken charge in e.
Geometry (Å):
H (2.0009, 5.2407, -0.0047)  0.42
O (-5.0549, 1.2276, -2.3502)  -0.63
O (-3.7388, -2.0866, -0.5540)  -0.57
H (0.5526, -6.9717, -1.3067)  0.30
O (-1.7354, -1.7180, 5.0692)  -0.62
H (-3.9618, 3.0700, 0.5645)  0.17
H (-2.5865, 2.5169, 0.1829)  0.15
H (-0.9001, 4.4517, 3.3309)  0.23
H (-2.2665, 4.1154, 2.7449)  0.27
H (2.4400, -0.2843, 1.7967)  0.17
O (-1.4850, 4.6516, 2.5896)  -0.58
O (-2.5737, 6.3528, 0.4860)  -0.58
O (-0.2739, -4.0299, -0.5007)  -0.34
H (3.7160, -1.8374, -2.2671)  0.23
O (0.1557, -4.2408, 2.1715)  -0.88
H (0.2462, -3.9189, 1.2311)  0.35
O (0.5588, -0.1510, 5.0273)  -0.42
H (-4.2993, 1.7459, -2.0271)  0.28
O (3.1956, -4.5165, 0.2158)  -0.43
H (0.6149, 0.1108, -2.5957)  0.38
H (0.4861, 2.9147, 5.4153)  0.33
H (-0.4110, 4.0955, -2.8481)  0.23
H (1.1983, -0.9717, 0.1020)  0.02
H (2.5457, -4.2602, -2.1978)  0.38
H (-2.6715, -0.2301, -3.2282)  0.25
H (2.8202, 4.4225, -0.9826)  0.32
H (2.2519, -6.6187, 1.4904)  0.25
H (5.3057, -2.2842, -2.6228)  0.24
H (-5.7667, 0.9675, -0.4211)  0.31
O (-0.2192, -7.3311, -0.8472)  -0.64
O (0.9627, 5.3984, 1.3346)  -0.78
O (4.4761, -2.4173, -2.1742)  -0.51
H (0.3810, -3.3621, 2.5138)  0.34
H (0.6632, 0.7334, -1.3388)  -0.18
H (-3.3928, 5.9302, 0.7565)  0.31
O (-3.4968, 2.5864, -0.1236)  -0.28
O (1.7298, 1.6969, -4.4639)  -0.67
H (-3.1355, -0.2239, 2.3483)  0.35
O (-2.1757, -0.2745, 2.5575)  -0.56
H (2.8015, -1.3169, 4.6760)  0.30
O (1.6562, 3.0305, 0.2134)  -0.32
H (-1.4692, 3.1137, -4.3321)  0.27
H (2.5817, 2.8218, 0.0340)  0.28
H (-1.9459, 2.4427, -5.6292)  0.29
H (2.7493, -3.4115, -4.2875)  0.43
H (4.0233, -4.8557, 0.5766)  0.21
H (3.0721, 1.6327, 1.8846)  0.27
H (2.5446, -2.0627, -3.9255)  0.17
O (2.9507, -2.5475, -4.6777)  -0.60
H (-2.7769, -5.0451, 2.8552)  0.29
H (-5.5927, 1.9188, -2.7529)  0.28
H (-2.0089, 1.2573, -2.8793)  0.13
H (1.2251, -5.4624, 1.3998)  0.43
H (-0.9673, 2.5246, 2.0364)  -0.19
H (1.1645, 1.8680, -3.6728)  0.29
H (3.3881, -4.2965, -0.7084)  0.02
H (0.6770, 5.7296, 2.1827)  0.27
H (3.9008, 3.2421, -2.4523)  0.25
H (2.4823, 2.3752, -2.2590)  0.26
H (-3.3273, -1.7442, -1.3661)  0.28
H (-2.7413, -5.8326, -1.2005)  0.34
H (2.1590, -2.0240, 0.3168)  0.09
H (0.5154, -1.4068, -4.5084)  0.25
H (-2.0639, 5.6159, 0.8818)  0.25
H (1.3364, -0.5159, 2.8093)  -0.02
O (1.1312, -0.8594, -4.0169)  -0.58
O (3.2194, -4.5408, -2.8111)  -0.64
O (4.5105, -0.3293, 0.6597)  -0.57
H (1.1056, 0.0390, -4.3909)  0.38
O (-4.4138, 1.1548, 2.6933)  -0.51
H (-1.4781, -4.4750, 2.8384)  0.35
O (0.2716, 3.4086, -2.8888)  -0.37
H (-2.6532, -5.6344, 0.2940)  0.28
O (4.3928, 3.2994, 1.8227)  -0.67
H (-0.0365, 0.3736, 4.4785)  0.10
O (-2.4026, -4.1699, 3.0008)  -0.62
O (-2.1427, 2.5191, -4.6951)  -0.59
H (5.2438, -0.1089, 0.0802)  0.28
H (-0.2009, 2.3356, 4.1008)  0.26
H (-1.9154, -2.5168, 4.5617)  0.31
H (0.4525, 5.7482, 0.6068)  0.23
H (-5.1895, -0.3761, -0.2486)  0.21
H (1.6599, 2.0591, 2.3314)  0.26
O (-0.1971, 1.9726, 2.2552)  0.63
H (-2.0613, -0.9949, 4.5169)  0.30
O (-5.2053, 0.4801, 0.2066)  -0.50
H (-2.3905, 5.8755, -2.6372)  0.33
H (3.9856, -4.2462, -2.2671)  0.40
O (-2.2582, 0.3685, -2.6065)  -0.39
O (-0.2250, 2.3696, 5.0667)  -0.71
H (1.6654, 2.4913, -5.0111)  0.29
H (-0.5630, 1.2608, 1.7091)  -0.03
H (0.9528, 3.8765, -2.3781)  0.25
O (-3.2869, -5.8619, -0.3999)  -0.63
O (1.8133, -0.9769, 2.1006)  -0.32
O (2.7779, -2.0365, 5.3208)  -0.65
O (1.4686, -6.3291, 1.0120)  -0.62
O (1.1052, 0.8874, -2.1884)  0.23
O (2.3934, 5.2999, -0.8952)  -0.72
H (4.8487, 2.6357, 2.3349)  0.31
O (-1.5090, 5.9422, -3.0270)  -0.65
O (2.5162, 1.7271, 2.6641)  -0.67
H (-3.1930, -2.8801, -0.6548)  0.25
H (-3.9562, -2.5884, -4.2865)  0.32
H (3.8184, 3.8784, 2.3077)  0.30
H (0.0720, -7.2706, 0.0755)  0.35
H (1.4433, 3.8673, 0.6372)  0.19
O (3.3397, 2.6541, -1.9461)  -0.74
H (-5.2607, 0.9055, 3.1117)  0.29
H (0.8249, 0.5370, 5.6411)  0.28
H (-0.2379, -4.9666, -0.2792)  0.16
H (-4.9285, 1.3793, 1.8907)  0.24
H (-1.9761, -1.0490, 2.0040)  0.27
H (0.4159, -3.4765, -0.8810)  0.07
H (3.7330, -0.6346, 0.1872)  0.24
O (-3.0750, -2.8987, -4.5144)  -0.59
H (-3.1041, -3.8167, -4.8014)  0.29
H (1.8318, -2.1549, 5.4447)  0.32
H (-0.9545, 6.1844, -2.2719)  0.31
O (1.3308, -1.8897, -0.1473)  0.38

---

Entry 2:
The following is a quantum chemistry calculation of a 40-piece molecular cluster, H80O40 overall at a distorted geometry, from OMol25.

Computed properties:
Calculated total energy (eV): -83196.71648
HOMO energy (Ha): -0.38916
Maximum force (eV Å⁻¹): 5.9
Multiplicity: 1
HOMO-LUMO gap (eV): 9.9
Net charge: 0
ΔE to the lowest compared entry with this formula, charge and spin (kcal/mol): 209.8
M (g/mol): 720.60

Last column: Mulliken charge in e.
Geometry (Å):
H (2.6510, -0.3622, -1.3917)  0.33
O (-2.5355, 3.6177, 0.1920)  -0.81
H (2.8541, 0.7624, 1.5192)  0.12
O (3.1074, -4.2235, -0.2250)  -0.65
H (1.2904, 1.3329, 0.3200)  0.00
H (-2.5214, 0.7305, -3.1577)  0.39
O (2.9905, 3.6624, 3.3138)  -0.67
H (-1.5680, -4.4122, 1.2411)  0.35
H (-0.5771, 2.3554, 1.7035)  0.04
H (-2.0796, 2.8433, 0.5079)  0.16
H (-1.1339, -1.3035, 5.3623)  0.49
H (-2.8533, -0.8888, 4.1401)  0.36
O (-1.0288, -2.0069, -2.1577)  1.33
H (2.0036, -3.0764, 3.4580)  0.26
O (2.5365, 1.9666, 5.0126)  -0.61
H (-3.2901, -2.2242, -0.1013)  0.04
O (0.8278, -2.4409, 0.5928)  -0.25
H (-5.2175, -3.2189, -0.0580)  0.27
H (0.6082, 1.0089, 4.4578)  0.36
O (4.2865, 3.5551, 0.9387)  -0.66
H (0.5191, 0.0515, -2.3001)  -0.28
H (3.1648, -1.6818, -1.0076)  0.40
H (-3.3906, 0.1645, -4.7379)  0.28
H (-4.6485, 1.0062, -4.4048)  0.32
H (-0.2426, 0.9859, 1.3301)  -0.25
H (1.6697, 0.4995, -5.5000)  0.27
H (4.5864, -2.0471, -4.0451)  0.29
H (-2.1568, 2.3533, 4.3669)  0.23
O (-2.0708, 0.4162, -2.3472)  -0.33
H (-3.5094, -0.4713, 1.1737)  0.25
H (0.7626, -1.5238, 0.3642)  -0.05
H (-0.1276, 2.5105, -2.8132)  0.26
H (-0.0689, 5.2764, 3.3631)  0.30
O (-1.5451, -0.4244, 5.4195)  -0.73
O (-0.4545, 5.1391, 2.4984)  -0.60
H (-0.3737, -3.6703, -3.9732)  0.40
O (-5.8951, 0.7905, 3.5057)  -0.65
H (3.9249, -0.6786, -3.7767)  0.31
O (3.7913, -1.5236, -4.2413)  -0.62
H (-0.9858, -3.7412, -2.1063)  0.11
H (-0.3488, 4.9156, -1.8451)  0.29
O (0.0374, 1.8111, 4.4970)  -0.88
O (-1.0164, 1.4988, 1.8085)  0.86
O (0.6654, 2.2835, -3.3930)  -0.38
O (2.9634, 3.5957, -4.2141)  -0.71
H (-5.0654, 0.7713, 3.0602)  0.31
H (-0.6137, -4.0069, 2.3023)  0.07
O (-3.5641, -1.6575, -2.8539)  -0.66
O (2.8822, 4.4600, -1.3057)  -0.63
O (1.3437, 0.4915, -6.3911)  -0.65
O (-1.1646, -3.8551, 4.5731)  -0.62
H (2.3396, 3.0011, 3.1447)  0.35
O (1.4271, 2.2930, 0.3791)  0.29
H (0.8461, -0.3652, -6.4438)  0.34
O (-1.2687, -4.3278, -1.3680)  -0.67
H (-1.8485, -1.5082, -2.3529)  0.19
H (3.5950, -3.7180, 0.4143)  0.28
H (3.3682, 3.5864, 4.2186)  0.26
H (1.6001, 1.8480, 5.3371)  0.35
H (-3.7951, -2.5716, 1.2352)  0.18
H (-1.2787, -0.3735, -5.1947)  0.28
O (-0.4220, 4.0086, -1.4965)  -0.44
O (3.4729, -0.7411, -1.0136)  -0.73
O (-3.2922, -0.3945, 0.2349)  -0.46
O (-1.2897, -3.4853, -4.1403)  -0.86
H (-1.7155, -2.9814, -3.3838)  0.28
H (-2.1724, 1.1037, -1.6664)  -0.10
H (-1.2358, 4.1916, -0.9520)  0.23
H (5.2033, 1.0012, -3.9820)  0.29
H (-2.9915, 4.0042, 0.9457)  0.29
O (-3.1740, -0.4283, 3.3907)  -0.59
H (1.4870, 2.6841, -0.5265)  -0.21
O (-0.9222, -1.1916, -5.5179)  -0.70
H (2.1373, -4.0384, -0.2272)  0.30
H (2.1959, -3.6072, 4.8288)  0.25
H (-1.0378, -0.0249, 4.7239)  0.16
H (2.9424, 1.1134, 5.2658)  0.30
O (-3.6566, 1.0502, -4.3967)  -0.64
H (0.0288, -1.8913, 2.5042)  -0.19
H (2.9918, -0.7417, 1.4410)  0.21
O (5.1409, 0.0248, 3.4050)  -0.62
H (-2.0899, -4.7939, -1.3651)  0.27
O (2.4257, -0.0410, 1.8302)  -0.22
H (2.3899, 4.3635, -4.1837)  0.24
H (2.0124, 4.5755, -0.9509)  0.22
H (4.2532, 2.0711, -4.7471)  0.33
H (-3.5093, -1.1453, -2.0167)  0.16
H (-3.2806, 0.5876, 0.5095)  0.15
H (-0.2097, -3.7656, 4.5657)  0.52
O (-2.9439, -2.4363, 0.8233)  -0.16
O (1.3624, -2.2093, -3.6127)  -0.51
H (5.0876, -0.0944, 2.4693)  0.29
H (2.3261, -2.0583, -3.7696)  0.37
H (-0.3147, -1.3727, -2.2694)  -0.76
H (-1.1777, 4.5099, 2.5116)  0.27
H (-3.5705, 2.4144, 4.7505)  0.29
H (4.9280, 4.0172, 1.5315)  0.27
O (1.4829, -3.4583, 4.1871)  -0.57
H (-5.6537, 0.1424, 4.1936)  0.34
H (1.0167, -1.5885, -4.2495)  0.15
H (0.3014, -3.1090, 0.0635)  0.12
H (-1.5520, -1.8741, 2.5102)  0.14
H (3.4822, 3.9153, -0.7791)  0.35
H (3.5720, 3.6074, 1.6197)  0.39
O (4.4446, 1.1353, -4.5713)  -0.62
O (-5.3877, -4.0548, -0.4976)  -0.60
O (-0.7515, -1.4154, 2.8467)  0.53
H (-2.3829, 0.0989, 3.1842)  0.00
O (-0.8913, -4.7910, 1.8201)  -0.66
H (0.6346, 2.4090, -4.3481)  0.21
H (3.2367, 3.5633, -3.2529)  0.39
H (-1.1883, -1.9832, -4.9631)  0.41
H (-1.3131, -3.6018, 3.6651)  0.17
H (-5.5255, -3.8158, -1.4169)  0.29
H (1.3852, 1.2211, -2.0457)  -0.03
H (4.7491, 0.8563, 3.7208)  0.30
H (-4.3176, -1.5928, -3.4452)  0.25
H (0.2699, 2.1253, 3.5921)  0.18
O (-3.0549, 2.4058, 3.9460)  -0.52
O (1.1858, 0.3212, -1.6759)  0.64